C25H32HfN4Se2 as an isolated structure. Source: OMol25; level of theory: ωB97M-V/def2-TZVPD.

Geometry as XYZ:
```
64
C25H32HfN4Se2, DFT ωB97M-V/def2-TZVPD
C -2.1993 0.2540 2.5321
H -3.1082 -1.6602 2.9152
C 2.5245 -2.6216 -0.9775
H -1.4403 5.0485 -4.5027
H -1.2618 -0.4137 4.3535
H -3.9760 -0.2865 3.5520
C -1.6906 3.3908 -3.1499
H 2.6823 0.9626 -0.4307
H 0.6071 1.1703 4.2299
H 4.0978 -2.8566 4.3024
C 0.4212 4.3986 -3.6901
C -1.0765 -3.3322 -1.2079
H 2.4119 0.5176 1.5235
C -3.3909 -0.6297 2.6922
C -1.0824 2.5016 -2.2999
C -0.1040 -2.9661 -2.3089
Se 1.1717 -1.5299 -1.8656
N 3.1894 -3.1681 3.9864
C 2.4685 3.4797 -2.6507
C 3.0484 2.5600 -1.8004
H 4.1199 2.5190 -1.6631
C -1.0614 2.1392 1.4373
H -2.7648 3.3589 -3.3028
C 1.0715 3.4925 -2.8205
H 2.8805 -4.0663 4.3337
C 1.1533 -2.8634 2.7489
C -0.1304 1.1482 3.4367
H 2.9399 -3.2818 -1.7358
H 0.7377 2.8288 2.4014
H 3.0811 4.1894 -3.1951
C 2.4483 -2.4424 3.1829
C 2.2339 1.6833 -1.1065
H -2.5912 -1.2190 -3.0528
C -1.1822 0.2596 3.5073
H -1.1357 3.0146 0.7967
H 3.8263 -0.7604 2.9998
C -0.9380 4.3556 -3.8413
H -0.5670 -2.3997 1.6224
C -3.2330 -1.5495 -2.2396
H -2.2328 0.8578 -2.3535
H -0.5744 -3.7221 -0.3240
C 0.4282 -2.0805 1.9124
H 2.0812 -3.1925 -0.1663
N 0.8494 -0.8771 1.4061
Hf -0.3403 0.2415 -0.0468
N 0.8941 1.6623 -1.2114
H 0.5057 -3.8363 -2.5560
H -3.7078 -2.4925 -2.5069
C -0.0385 2.0720 2.3835
Se -2.2349 -1.8638 -0.5892
H -2.6705 1.8890 -1.2177
C 2.0801 -0.4608 1.8513
C 2.8723 -1.1704 2.6917
C -2.1340 1.2102 1.5012
H -0.6101 -2.6563 -3.2214
H -4.0499 -0.6078 1.8266
N -1.8446 1.4398 -1.6114
C 0.3032 2.5422 -2.0960
H -3.0455 1.3984 0.9426
H -4.0182 -0.8279 -2.0215
H 0.7394 -3.7990 3.1042
H 1.0148 5.1217 -4.2355
H 3.3110 -1.9657 -0.6123
H -1.7594 -4.1074 -1.5621
```

Computed properties:
Spin multiplicity   1
E   -164367.7961 eV
ΔE to the lowest compared entry with this formula, charge and spin   8.0 kcal/mol
Maximum force   0.0161 hartree/bohr
E_LUMO   -13.2724 eV
Total charge   +4
HOMO-LUMO gap   6.8 eV

A single C7H12 molecule. Source: OMol25; level of theory: ωB97M-V/def2-TZVPD.

Geometry as XYZ:
```
19
C7H12, DFT ωB97M-V/def2-TZVPD
C 2.9668 -0.9257 1.1666
H -1.0583 1.8567 -0.7283
H -0.2888 1.1544 0.6880
H 0.6390 1.0224 -2.2094
C -2.8616 0.0187 0.2971
C 1.9350 0.8514 -0.4581
C 2.5824 0.1726 0.3001
H -1.0300 -1.1008 0.0671
H -3.3723 0.8779 -0.1523
C -1.5309 -0.2372 -0.3953
H -3.5202 -0.8516 0.2118
H 3.2285 -1.7989 0.5546
C -0.5697 0.9483 -0.3550
C 0.6792 0.6183 -1.1982
H -2.7204 0.2325 1.3633
H -1.6999 -0.5121 -1.4453
H 0.7529 -0.4759 -1.3010
H 2.0789 -1.1813 1.7628
H 3.7893 -0.6697 1.8314
```

Computed properties:
Spin multiplicity   1
E   -7450.9728 eV
ΔE to the lowest compared entry with this formula, charge and spin   56.7 kcal/mol
Maximum force   0.0169 hartree/bohr
E_LUMO   1.0156 eV
Total charge   0
HOMO-LUMO gap   10.2 eV
SMILES   CC#CCCCC

C36H29Cl5N4P2ReS as an isolated structure. Source: OMol25; level of theory: ωB97M-V/def2-TZVPD.

Geometry as XYZ:
```
78
C36H29Cl5N4P2ReS, DFT ωB97M-V/def2-TZVPD
H -4.2952 -5.3610 2.4677
Cl 2.9386 7.5882 -1.3151
H 0.6655 2.9450 5.4412
H -5.4319 1.1495 -1.9097
C 4.4840 -3.1258 0.9378
H 0.8134 2.9629 1.1737
Cl -1.1259 4.0940 -1.5313
C 1.1909 1.0579 2.1194
C -3.6623 -4.6246 2.9583
C 1.1032 1.0571 4.5256
H 1.3790 -2.6318 -0.3080
H -1.4834 1.9777 0.9454
C -1.9313 -1.0052 1.9854
C 2.2365 -3.5315 -3.5110
H -4.1466 -4.3192 3.8842
H -1.7420 -2.6714 3.3686
S -3.5046 -3.2314 1.8318
H 1.1869 0.5301 5.4660
C 4.7016 -1.8851 1.5223
Cl 5.0055 5.2365 -1.5296
C 2.3897 5.9873 -1.3865
C -0.9787 -2.2281 -2.4623
C 0.5497 4.4015 -1.4451
P -0.6434 0.2585 -1.2129
C 3.2880 -3.3949 0.2818
H 3.1181 -4.3641 -0.1679
C -2.2191 1.0340 -0.8542
C -3.3372 0.7960 -1.6497
C 2.3088 -2.4193 0.2081
Cl 3.8923 2.2748 -1.7158
H -1.3437 -2.3290 0.3946
H -3.1587 -1.6556 3.6270
H -1.2158 -4.1054 -3.4627
H -1.3844 -3.0876 -5.7102
H 5.2481 -3.8890 0.9945
H -1.4842 -0.2313 2.6150
C 0.8964 2.4207 2.1098
N 2.0868 -0.2711 -2.3305
H -2.7358 -0.5330 1.4209
C -1.2452 -2.4592 -4.8412
C 3.7233 -0.9052 1.4584
H -3.2659 0.1858 -2.5397
C -1.1560 -3.0325 -3.5803
C 1.2977 0.3765 3.3358
H -0.1135 -2.0991 1.6130
C 2.8102 3.6731 -1.5329
C 1.0062 5.7154 -1.3849
H -3.6525 2.9463 1.5475
C 2.5219 -1.1744 0.8031
C 0.7107 3.0974 3.3041
C -4.6761 2.1139 -0.1505
H 5.6329 -1.6808 2.0320
H -1.2216 -0.6332 -5.9718
C -2.3398 1.8089 0.3016
H -0.9128 -2.6957 -1.4890
Re 1.5568 1.2821 -1.4210
Cl -0.1024 7.0119 -1.3262
H -0.9019 0.8025 -4.0075
N 1.8805 -4.6258 -3.5154
H -5.6349 2.5310 0.1270
C 3.3298 4.9457 -1.4756
H 3.8966 0.0587 1.9223
C 2.3522 -1.3021 -2.8980
H -2.6939 -5.0742 3.1697
C -0.8924 -0.8454 -2.6100
N -0.1716 -0.5930 0.1904
C -1.1531 -1.0805 -4.9895
C -4.5640 1.3401 -1.2940
H 0.4928 4.1567 3.2949
C 0.8105 2.4151 4.5095
C 1.4503 3.3204 -1.4603
N 2.6807 -2.2829 -3.5310
H 1.5385 -0.6796 3.3584
C -0.8868 -1.5789 1.0386
C -2.5274 -2.1055 2.8599
C -0.9725 -0.2733 -3.8789
C -3.5616 2.3490 0.6507
P 1.2954 0.1146 0.6043
```

Computed properties:
<S²>   0.765
Spin multiplicity   2
E   -137902.5650 eV
ΔE to the lowest compared entry with this formula, charge and spin   14.0 kcal/mol
Maximum force   0.0153 hartree/bohr
E_LUMO (alpha / beta)   -8.3628 / -8.1332 eV
Total charge   +2
HOMO-LUMO gap (alpha / beta)   4.3 / 4.5 eV

Question: Look up the ΔE to the lowest compared entry with this formula, charge and spin of the first one.
Answer: 8.0 kcal/mol

Question: Which formula does entry 3 have?
Answer: C36H29Cl5N4P2ReS

Repeat the first record exactly.
C25H32HfN4Se2 as an isolated structure. Source: OMol25; level of theory: ωB97M-V/def2-TZVPD.

Geometry as XYZ:
```
64
C25H32HfN4Se2, DFT ωB97M-V/def2-TZVPD
C -2.1993 0.2540 2.5321
H -3.1082 -1.6602 2.9152
C 2.5245 -2.6216 -0.9775
H -1.4403 5.0485 -4.5027
H -1.2618 -0.4137 4.3535
H -3.9760 -0.2865 3.5520
C -1.6906 3.3908 -3.1499
H 2.6823 0.9626 -0.4307
H 0.6071 1.1703 4.2299
H 4.0978 -2.8566 4.3024
C 0.4212 4.3986 -3.6901
C -1.0765 -3.3322 -1.2079
H 2.4119 0.5176 1.5235
C -3.3909 -0.6297 2.6922
C -1.0824 2.5016 -2.2999
C -0.1040 -2.9661 -2.3089
Se 1.1717 -1.5299 -1.8656
N 3.1894 -3.1681 3.9864
C 2.4685 3.4797 -2.6507
C 3.0484 2.5600 -1.8004
H 4.1199 2.5190 -1.6631
C -1.0614 2.1392 1.4373
H -2.7648 3.3589 -3.3028
C 1.0715 3.4925 -2.8205
H 2.8805 -4.0663 4.3337
C 1.1533 -2.8634 2.7489
C -0.1304 1.1482 3.4367
H 2.9399 -3.2818 -1.7358
H 0.7377 2.8288 2.4014
H 3.0811 4.1894 -3.1951
C 2.4483 -2.4424 3.1829
C 2.2339 1.6833 -1.1065
H -2.5912 -1.2190 -3.0528
C -1.1822 0.2596 3.5073
H -1.1357 3.0146 0.7967
H 3.8263 -0.7604 2.9998
C -0.9380 4.3556 -3.8413
H -0.5670 -2.3997 1.6224
C -3.2330 -1.5495 -2.2396
H -2.2328 0.8578 -2.3535
H -0.5744 -3.7221 -0.3240
C 0.4282 -2.0805 1.9124
H 2.0812 -3.1925 -0.1663
N 0.8494 -0.8771 1.4061
Hf -0.3403 0.2415 -0.0468
N 0.8941 1.6623 -1.2114
H 0.5057 -3.8363 -2.5560
H -3.7078 -2.4925 -2.5069
C -0.0385 2.0720 2.3835
Se -2.2349 -1.8638 -0.5892
H -2.6705 1.8890 -1.2177
C 2.0801 -0.4608 1.8513
C 2.8723 -1.1704 2.6917
C -2.1340 1.2102 1.5012
H -0.6101 -2.6563 -3.2214
H -4.0499 -0.6078 1.8266
N -1.8446 1.4398 -1.6114
C 0.3032 2.5422 -2.0960
H -3.0455 1.3984 0.9426
H -4.0182 -0.8279 -2.0215
H 0.7394 -3.7990 3.1042
H 1.0148 5.1217 -4.2355
H 3.3110 -1.9657 -0.6123
H -1.7594 -4.1074 -1.5621
```

Computed properties:
Spin multiplicity   1
E   -164367.7961 eV
ΔE to the lowest compared entry with this formula, charge and spin   8.0 kcal/mol
Maximum force   0.0161 hartree/bohr
E_LUMO   -13.2724 eV
Total charge   +4
HOMO-LUMO gap   6.8 eV

Question: Which formula does entry 3 have?
Answer: C36H29Cl5N4P2ReS